# C4H9NO3

An isolated molecule of C4H9NO3 in a non-equilibrium geometry (the ωB97M-V functional and the def2-TZVPD basis, the Open Molecules 2025 dataset).

Last column: Löwdin charge in e.
Atoms and positions in Å:
C 1.7212 -0.2717 -0.7688  -0.0497
C 0.7125 -0.3765 0.3552  -0.3392
C 0.6100 1.0362 0.8224  -0.2826
O 0.3072 1.9955 -0.1753  -0.1185
N -0.5057 -1.0877 -0.0393  0.1361
C -1.7282 -0.7353 0.2360  -0.5862
O -2.1678 0.0474 1.0242  0.1026
O -2.6460 -1.6101 -0.4863  0.0188
H 2.7519 0.0466 -0.5005  0.0996
H 1.6903 -1.1083 -1.4378  0.0620
H 1.3135 0.6000 -1.4130  0.1123
H 0.9461 -0.8063 1.4096  0.1784
H 1.6118 1.4321 1.1315  0.1419
H -0.2606 1.1259 1.5271  0.1225
H -0.6663 2.2728 0.0659  0.1469
H -0.4981 -1.6655 -0.8284  0.1309
H -3.1920 -0.8951 -0.9227  0.1240

Force components x, y, z for each atom (eV/Å):
-0.415 1.276 -1.405
0.845 -0.519 2.467
-1.456 2.171 0.948
-3.889 1.219 -0.066
1.722 1.143 -0.228
-2.893 -1.656 0.163
-0.005 1.096 0.346
0.452 2.651 -0.385
-0.768 -0.624 0.142
0.495 -0.756 -0.170
0.692 -1.357 0.902
0.726 -0.165 -1.972
-0.798 -1.175 0.729
1.606 -0.246 0.262
2.871 -0.590 -1.213
0.603 -0.977 -1.153
0.212 -1.492 0.633

Results
Electronic energy   -438.2593 Ha
2S+1   1
SMILES   C[C@@H](CO)NC(=O)O
Net charge   0
ΔE to the lowest compared entry with this formula, charge and spin   1.898 eV

# C4H9NO3

A structure of composition C4H9NO3 in a non-equilibrium geometry (the ωB97M-V functional and the def2-TZVPD basis, the Open Molecules 2025 dataset).

Last column: Löwdin charge in e.
Atoms and positions in Å:
C 0.6705 0.5161 0.9592  -0.3423
C -2.0860 -0.9542 -0.6781  -0.0662
C 1.3700 1.7945 0.5310  -0.0405
N -0.9934 -0.0120 -0.5578  0.0261
C 0.8494 -0.6470 -0.2280  -0.5550
O -0.6942 0.5935 0.9686  -0.0364
O 0.5585 -1.8802 0.2941  0.0527
O 1.6937 -0.5129 -1.0959  0.0415
H 1.1980 -2.5100 -0.0697  0.1226
H -1.1330 0.8264 -1.1193  0.1406
H 1.0337 0.0768 1.8936  0.1452
H -1.8403 -1.8513 -0.1152  0.0806
H -3.0164 -0.5347 -0.2863  0.0891
H -2.2273 -1.2227 -1.7273  0.1013
H 0.9697 2.1428 -0.4202  0.0781
H 2.4299 1.5913 0.3844  0.0847
H 1.2171 2.5835 1.2669  0.0777

Force components x, y, z for each atom (eV/Å):
1.377 -1.874 -2.396
-0.430 0.261 1.044
-0.186 -0.292 0.176
0.613 1.080 2.165
3.173 1.550 2.010
-3.240 -0.982 -2.827
-0.488 -0.195 0.091
-0.941 -0.248 -0.162
-0.148 0.213 -0.282
-0.012 0.024 0.234
-0.071 0.226 0.024
0.067 0.013 -0.032
-0.053 -0.059 -0.118
0.219 0.236 -0.018
-0.014 -0.054 -0.074
0.021 0.111 0.089
0.112 -0.011 0.077

Results
Electronic energy   -438.1777 Ha
2S+1   1
Net charge   0
ΔE to the lowest compared entry with this formula, charge and spin   4.118 eV

# C4H9NO3

An isolated molecule of C4H9NO3 in a non-equilibrium geometry (the ωB97M-V functional and the def2-TZVPD basis, the Open Molecules 2025 dataset).

Last column: Löwdin charge in e.
Atoms and positions in Å:
C -1.0512 -2.7088 -0.1143  0.0068
N -0.5444 -1.7978 0.6216  -0.0485
O -1.0524 -0.5655 0.3038  -0.1678
C -0.5941 0.5830 1.1071  -0.1060
C 0.7059 1.1754 0.5459  -0.3442
O 1.6644 0.1252 0.4067  -0.0367
C 0.4064 1.9016 -0.7923  -0.2327
O 0.2937 1.0205 -1.8943  -0.0880
H -0.6583 -3.7302 -0.0737  0.0802
H -1.9054 -2.4364 -0.7165  0.0813
H -1.3610 1.3735 1.0777  0.1279
H -0.3948 0.2282 2.1645  0.1421
H 1.1108 1.8289 1.2985  0.1369
H 1.1458 -0.6966 0.4631  0.0558
H -0.5196 2.5437 -0.7414  0.1285
H 1.2260 2.6970 -1.0272  0.1361
H 1.1197 0.4266 -1.8043  0.1282

Force components x, y, z for each atom (eV/Å):
0.000 0.456 0.652
0.994 -0.462 -0.105
-1.022 1.590 0.166
0.711 -1.247 0.957
-0.888 -0.912 -0.598
-0.447 0.128 -0.391
1.185 2.041 -0.529
1.859 -1.194 0.709
-0.194 0.552 0.259
-0.029 -0.173 -0.515
-0.045 -0.762 0.034
-0.462 0.346 -1.103
0.002 0.766 0.162
0.529 -0.001 -0.067
0.659 -0.986 0.125
-0.952 -1.336 0.535
-1.900 1.196 -0.289

Results
Electronic energy   -438.1800 Ha
2S+1   1
SMILES   C=NOC[C@@H](O)CO
Net charge   0
ΔE to the lowest compared entry with this formula, charge and spin   4.057 eV

# C4H9NO3S

A cluster of 2 separate species, C4H9NO3S in total in a non-equilibrium geometry (the ωB97M-V functional and the def2-TZVPD basis, the Open Molecules 2025 dataset).

Last column: Löwdin charge in e.
Atoms and positions in Å:
C -0.4742 -1.0454 -1.3184  -0.4571
C 1.4208 1.8055 0.9717  -0.1856
C 1.8502 1.1911 -0.2906  -0.0105
C 0.2227 -1.0154 -0.1285  -0.1137
N -0.2177 -1.4655 1.0421  0.1215
O -2.8257 -0.9048 -0.0583  -0.4800
O -1.2309 -2.0738 -1.8360  -0.0560
O -1.6918 1.2311 0.3032  -0.4573
S -2.0628 0.2172 -0.6879  0.8530
H -0.0442 -0.5304 -2.1659  0.1134
H 0.6669 1.0455 1.4389  0.0756
H 0.9437 2.7097 0.7213  0.0490
H 2.1554 1.9380 1.8029  0.0848
H 2.5332 0.3376 -0.3642  0.0461
H 1.4738 1.6423 -1.2442  0.0776
H 0.3699 -1.1840 1.8248  0.1122
H -1.8389 -2.4792 -1.1166  0.1355
H -1.2505 -1.4196 1.1058  0.0913

Force components x, y, z for each atom (eV/Å):
0.433 -0.587 -1.231
-0.259 -2.270 1.530
-0.434 -1.149 -0.952
0.316 0.128 0.323
0.534 0.854 -0.883
0.848 0.708 -0.194
-1.099 -1.287 1.773
0.200 -0.514 -0.569
-1.647 0.428 1.149
0.164 0.243 0.114
0.740 1.661 -0.577
-0.842 1.078 0.316
-0.101 -0.017 -0.976
-0.099 0.666 0.070
0.470 -0.635 0.979
-0.590 -0.282 0.112
1.333 1.172 -1.548
0.034 -0.198 0.563

Results
Electronic energy   -836.2747 Ha
2S+1   1
Net charge   0
ΔE to the lowest compared entry with this formula, charge and spin   5.197 eV

Which formula does entry 4 have? C4H9NO3S

The highest electronic energy belongs to which entry? number 2